Record 1
This record from the OMol25 dataset describes a structure of composition C46H35I2N5O3ReS3 in a non-equilibrium geometry. The level of theory is ωB97M-V/def2-TZVPD.

XYZ file:
```
95
Properties=species:S:1:pos:R:3:forces:R:3
Re 2.43603 -0.39593 0.51440 -0.240 -1.593 -0.013
I -1.75267 4.47657 -1.92440 0.064 -0.098 0.249
C -1.07797 3.36677 -0.26880 0.048 0.659 -0.349
C -1.91247 2.52317 0.60600 -0.513 -0.044 0.139
C -1.74537 2.44747 2.11350 0.163 -0.045 0.228
I -4.13777 5.14377 1.51650 -0.083 0.149 -0.084
C -0.88897 1.26027 2.49750 0.124 -0.556 -0.074
C -0.98447 0.62127 3.73050 0.213 -0.165 -0.275
C -0.11467 -0.42453 4.00960 -0.145 0.223 -0.024
C 0.83163 -0.79513 3.07340 0.105 -0.061 0.060
N 0.93423 -0.18233 1.88680 -0.537 0.407 0.097
C 0.06743 0.80737 1.61220 -0.315 -0.216 -0.117
C 0.33613 1.47417 0.27480 0.029 -0.004 0.885
O 0.99033 0.67037 -0.56220 1.182 -0.382 0.341
H -2.92827 2.34677 0.26550 0.027 0.066 0.041
H -1.72017 0.93647 4.45130 -0.119 0.026 0.181
H -0.15837 -0.94023 4.95480 0.013 -0.077 0.076
H 1.55573 -1.57723 3.25580 -0.014 -0.039 0.057
N 1.79933 -2.18663 0.10340 0.397 0.225 -0.424
S 0.47563 -2.96123 -0.00990 0.037 1.333 0.613
N -0.83037 -2.22693 -0.49610 0.138 -0.436 0.371
S -1.01607 -0.93423 -1.48230 -0.018 -1.368 -0.779
N -0.92437 1.96067 -0.30800 -0.003 0.138 -0.382
S 0.43523 3.95667 0.61450 -0.063 -0.689 0.259
N 1.18863 2.63177 0.65100 0.598 0.998 -0.253
C -0.16457 4.46167 2.22940 0.113 0.469 -0.545
C -1.16417 3.67297 2.78980 -0.220 -0.066 -0.067
C -1.61037 4.00777 4.06340 0.146 0.031 -0.156
C -1.07117 5.08117 4.74930 0.015 0.071 -0.036
C -0.08667 5.86227 4.16340 0.044 0.008 -0.058
C 0.37423 5.55167 2.89650 0.110 0.046 0.016
C 1.27753 5.31187 -0.19630 -0.489 -0.171 0.400
C 0.74573 6.58607 -0.05070 -0.040 0.159 -0.037
C 1.37273 7.63777 -0.69510 -0.075 -0.042 -0.005
C 2.48653 7.40307 -1.48870 0.029 -0.094 0.042
C 2.99293 6.11917 -1.63640 -0.123 -0.034 0.008
C 2.38733 5.05457 -0.98740 -0.050 -0.334 0.090
C 0.07383 -1.21763 -2.88430 -0.019 0.255 0.127
C 0.79403 -0.15123 -3.39320 -0.046 0.074 0.120
C 1.62153 -0.36523 -4.48330 -0.027 0.007 -0.125
C 1.71373 -1.62693 -5.04970 0.037 0.086 0.037
C 0.98323 -2.68503 -4.52940 -0.080 -0.007 0.065
C 0.15103 -2.48103 -3.44360 -0.064 -0.112 -0.044
C -2.55607 -1.45443 -2.29240 -0.007 0.119 0.207
C -3.27537 -2.54433 -1.83980 0.153 -0.033 0.140
C -4.47187 -2.86633 -2.46090 -0.052 0.053 -0.098
C -4.94037 -2.09623 -3.51290 -0.017 -0.061 0.043
C -4.21357 -1.00193 -3.95400 0.102 0.046 0.047
C -3.01657 -0.67343 -3.34090 0.055 0.066 0.102
C -0.03707 -3.59253 1.60100 -0.142 -0.139 -0.444
C -1.22967 -3.18983 2.17500 -0.067 0.017 -0.170
C -1.54877 -3.64433 3.44450 0.090 -0.024 0.021
C -0.68077 -4.49023 4.11980 -0.018 0.034 -0.022
C 0.51043 -4.89093 3.53150 0.076 0.103 -0.070
C 0.83883 -4.43843 2.26350 0.104 -0.001 -0.101
C 0.85143 -4.44473 -0.96560 0.008 0.353 0.275
C 2.09793 -4.55543 -1.55430 0.071 0.199 0.102
C 2.41133 -5.71503 -2.24470 -0.060 0.032 0.002
C 1.48173 -6.73973 -2.33590 0.066 0.074 -0.035
C 0.23313 -6.61103 -1.74490 -0.078 0.104 0.058
C -0.09037 -5.45573 -1.05130 -0.124 0.015 0.012
H -2.74227 2.29237 2.53350 0.077 0.070 -0.056
H -2.40327 3.42977 4.51260 -0.085 -0.112 0.061
H -1.42837 5.31417 5.74030 -0.052 0.063 0.077
H 0.31223 6.72107 4.67780 0.084 0.051 0.104
H 1.14383 6.15107 2.43330 0.057 0.018 0.056
H -0.13877 6.75867 0.54120 -0.114 0.049 0.065
H 0.98813 8.63867 -0.58170 -0.069 0.088 -0.011
H 2.96183 8.22617 -1.99900 0.055 0.083 -0.033
H 3.85183 5.94717 -2.26700 0.060 -0.056 0.004
H 2.75233 4.04427 -1.08850 0.086 -0.128 0.007
H 0.71693 0.81687 -2.92670 0.050 0.109 0.031
H 2.18563 0.45757 -4.89660 0.049 0.038 -0.012
H 2.35303 -1.78713 -5.90340 0.083 -0.012 -0.087
H 1.05073 -3.66473 -4.97630 0.003 -0.097 -0.032
H -0.43707 -3.28913 -3.03730 -0.095 -0.122 -0.021
H -2.89467 -3.12733 -1.01580 -0.033 -0.070 0.036
H -5.03957 -3.71833 -2.12170 -0.047 -0.088 0.054
H -5.87597 -2.34343 -3.98920 -0.086 -0.051 -0.050
H -4.57947 -0.40513 -4.77370 -0.017 0.081 -0.099
H -2.44117 0.17547 -3.67380 0.084 0.178 -0.137
H -1.88757 -2.53643 1.62480 -0.103 0.073 -0.009
H -2.47387 -3.33703 3.90700 -0.107 0.014 0.024
H -0.93137 -4.84373 5.10750 -0.053 -0.044 0.104
H 1.18523 -5.54793 4.06070 0.026 -0.034 -0.004
H 1.76463 -4.72733 1.79150 0.163 -0.115 -0.032
H 2.79143 -3.73603 -1.45100 0.148 0.023 -0.018
H 3.38333 -5.81633 -2.70140 0.082 -0.016 -0.051
H 1.73133 -7.64303 -2.87020 0.018 -0.103 -0.038
H -0.48197 -7.41463 -1.81720 -0.104 -0.063 0.007
H -1.05447 -5.34063 -0.58170 -0.181 -0.050 0.089
O 4.22123 -0.84543 1.61670 -1.333 0.043 0.534
C 4.93203 -0.37543 0.69410 1.023 0.263 -0.450
O 4.37813 -0.07393 -0.38920 -0.123 0.211 -0.778
H 6.00543 -0.21753 0.84910 -0.055 -0.045 -0.059
```
Positions in Å, forces in eV/Å.

As for the charge: +2. The energy above the lowest of the compared OMol25 structures with the same formula, charge and spin is 82.82 kcal/mol. The expectation value of S² is 0.755. For the lowest unoccupied orbital energy (alpha / beta), the calculation gives -5.11 / -7.55 eV. The total energy comes out at -4140.887341 a.u. The spin multiplicity is 2.

Löwdin atomic charge list, values in e, 8 entries: 1.514, 0.990, -0.892, -0.258, -0.185, 0.330, -0.090, 0.026

=====

Record 2
This record from the OMol25 dataset describes a cluster of 2 separate species, C5H9NO in total in a non-equilibrium geometry. The level of theory is ωB97M-V/def2-TZVPD.

XYZ file:
```
16
Properties=species:S:1:pos:R:3:forces:R:3
O 0.81150 2.38299 -0.73522 -0.244 -1.035 0.326
C 1.55171 1.40360 -0.92698 1.219 2.416 -0.927
C 1.57059 0.27601 -0.12004 -1.224 -0.743 0.984
C 0.51606 0.24255 1.01626 2.453 -3.044 -1.248
C -0.24718 -1.08094 0.91702 -2.302 5.113 -0.056
C -1.39817 -1.35515 0.31167 1.521 -3.956 0.053
N -2.01657 -2.55811 0.06461 -0.219 1.358 -0.879
H 2.36908 1.54519 -1.66125 -0.361 -0.460 -0.061
H 2.20552 -0.57593 -0.35651 -0.076 0.226 0.313
H -1.62046 3.42706 -0.94705 -0.290 -0.462 0.064
H -0.25811 1.00431 0.76251 -0.123 -0.326 0.149
H 1.01594 0.44265 1.96232 -0.472 0.022 0.257
H -2.03249 2.79768 -0.86780 0.199 0.459 -0.066
H -1.93767 -0.54845 -0.15729 -0.051 0.947 0.624
H -2.62272 -2.40406 -0.73112 -0.451 -0.699 0.183
H -1.56646 -3.46198 0.04067 0.420 0.182 0.283
```
Positions in Å, forces in eV/Å.

As for the charge: +1. The energy above the lowest of the compared OMol25 structures with the same formula, charge and spin is 146.19 kcal/mol. The expectation value of S² is 0.773. For the lowest unoccupied orbital energy (alpha / beta), the calculation gives -8.17 / -8.20 eV. The total energy comes out at -325.382588 a.u. The spin multiplicity is 2.

Löwdin atomic charge list, values in e, 8 entries: 0.023, -0.273, 0.025, -0.100, 0.300, -0.130, 0.138, 0.138

=====

Record 3
This record from the OMol25 dataset describes a cluster of 13 separate species, C2H30O13 in total in a non-equilibrium geometry. The level of theory is ωB97M-V/def2-TZVPD.

XYZ file:
```
45
Properties=species:S:1:pos:R:3:forces:R:3
O 2.27339 -3.19885 1.24998 0.454 -0.223 -0.353
H 1.59532 -3.38978 1.89806 -0.392 -0.066 0.343
H 2.66491 -2.37748 1.54714 0.176 0.154 -0.120
O -2.76437 -1.12351 -1.01859 -0.106 -0.045 -0.761
H -2.58104 -0.48076 -0.33338 -0.025 0.396 0.228
H -2.41823 -1.94680 -0.67418 -0.060 -0.211 0.063
O -2.55237 0.64244 1.08892 -0.108 -0.324 0.221
H -1.86030 1.02015 1.63170 0.434 0.482 0.144
H -3.34585 0.72891 1.61726 -0.296 0.014 -0.020
O -2.14382 -3.16009 0.68329 0.139 -0.280 0.189
H -1.87561 -4.07006 0.81079 0.129 -0.266 -0.110
H -2.34351 -2.84309 1.56412 -0.162 0.243 0.124
O 3.24747 1.61343 -3.35309 0.252 -0.071 -0.393
H 3.64172 2.21194 -2.71859 -0.015 0.104 0.166
H 2.42832 1.33504 -2.94356 -0.184 -0.022 0.210
O 2.12926 3.21248 1.69738 -0.317 -0.117 -0.008
H 2.51072 3.88071 2.26677 0.059 0.291 0.134
H 2.83495 2.57972 1.56377 0.316 -0.186 -0.079
O -0.51271 4.24294 -1.24394 -0.151 0.377 -0.173
H 0.22194 3.63258 -1.30720 0.442 -0.448 -0.115
H -0.50739 4.53109 -0.33116 -0.060 0.111 0.187
O -0.64247 2.31526 2.58203 -0.474 -0.252 0.099
H -0.10741 2.91996 2.06796 0.295 0.141 -0.186
H -0.00838 1.77798 3.05688 0.242 -0.013 0.138
O -0.54152 -2.15812 -3.71330 -0.123 0.250 -0.250
H -0.20608 -2.88447 -4.23878 0.132 -0.134 -0.101
H -0.42496 -2.44359 -2.80713 0.095 -0.105 0.417
O 0.48179 -2.69414 3.19916 -0.066 -0.102 0.212
H 0.90295 -1.83834 3.27955 0.085 0.263 0.026
H -0.38464 -2.57264 3.58746 -0.248 -0.081 0.089
O 0.92194 -3.69721 -1.14903 -0.504 -0.091 -0.656
H 0.68003 -4.62112 -1.08492 -0.029 -0.221 -0.108
H 1.35551 -3.50441 -0.31772 0.459 0.308 0.501
O -2.85645 2.62537 -1.24149 -0.335 -0.372 -0.051
H -2.22188 3.22577 -1.63273 0.385 0.288 -0.060
H -3.39479 3.17980 -0.67667 -0.139 0.067 0.111
C 0.60933 -0.47606 -0.18557 1.147 0.271 -0.271
C 0.38128 0.81183 -1.03992 -0.845 -1.698 1.598
O 1.43610 1.75468 -0.87619 0.096 0.070 -0.453
H 0.80417 -0.30815 0.87365 -0.825 0.691 0.497
H 1.58728 -0.91454 -0.38417 0.005 -0.245 -0.940
H -0.15143 -1.24896 -0.29501 -0.025 0.260 -0.092
H -0.55667 1.23820 -0.68416 -0.181 0.227 -0.325
H 0.23955 0.49055 -2.07181 0.364 0.426 -0.103
H 1.45399 1.98113 0.05655 -0.035 0.138 0.034
```
Positions in Å, forces in eV/Å.

The energy above the lowest of the compared OMol25 structures with the same formula, charge and spin is 36.95 kcal/mol. For the lowest unoccupied orbital energy, the calculation gives -0.79 eV. The total energy comes out at -1072.273482 a.u.

Löwdin atomic charge list, values in e, 8 entries: -0.043, 0.005, 0.046, -0.069, -0.038, -0.030, -0.042, -0.002